{"formula": "C60H64F8O9", "method": "wB97M-V/def2-TZVPD", "gap_ev": 9.228, "e_tot_ha": -3800.6116, "lumo_ev": 0.109, "elements": ["H", "C", "C", "H", "C", "H", "C", "H", "C", "O", "C", "H", "H", "C", "H", "H", "H", "C", "H", "H", "F", "H", "H", "O", "C", "H", "F", "H", "C", "C", "F", "H", "C", "H", "O", "H", "C", "O", "C", "H", "H", "C", "H", "C", "H", "H", "H", "C", "C", "H", "H", "C", "C", "O", "C", "C", "H", "C", "O", "H", "H", "C", "H", "H", "H", "F", "C", "H", "C", "H", "C", "C", "O", "H", "C", "C", "C", "H", "C", "C", "C", "C", "F", "H", "H", "C", "O", "F", "H", "C", "C", "H", "H", "H", "C", "H", "H", "C", "C", "C", "O", "C", "C", "C", "H", "H", "H", "H", "C", "C", "C", "H", "H", "H", "C", "C", "H", "H", "H", "C", "H", "H", "H", "H", "C", "H", "H", "H", "F", "C", "C", "C", "C", "F", "C", "H", "H", "H", "C", "C", "C"], "coordinates": [[4.66149, -4.73743, -4.48047], [4.31951, -8.39945, 2.73372], [-5.62594, 9.87077, 3.50021], [1.33005, 3.36093, -11.20056], [0.15298, 1.94649, -10.09594], [-1.95498, -3.15521, -0.73672], [1.28816, 7.22669, -0.51611], [6.26695, 0.89002, 6.11622], [3.46513, -0.32493, 7.49683], [-6.67635, 0.43277, 1.01551], [-7.25659, 1.57450, 0.98932], [-0.58209, -4.16888, -0.44580], [-8.33408, -2.98453, -9.32916], [-7.70694, -2.96406, -8.45014], [6.08003, -3.48776, -6.79957], [-2.10399, 9.08119, -1.09741], [-6.46161, 10.41230, 3.08213], [-0.97356, 7.31616, -1.58762], [-3.68900, -7.28618, 8.67077], [7.92360, 1.38661, 0.73662], [9.58116, -0.37045, 1.84460], [6.73163, 1.11484, -6.13217], [0.20788, -3.60469, -2.60679], [-0.73286, -0.34828, 1.52271], [7.82763, -1.90900, 1.66673], [0.37495, 5.68947, -1.64266], [7.41246, -9.30494, 4.52931], [-5.63084, -0.94042, -6.80535], [-3.44920, -6.44760, 8.03384], [-3.86143, 9.37282, 5.17559], [-0.41661, 10.40362, 0.33991], [4.35205, -3.60512, -6.59189], [-7.49759, 1.77423, -1.32381], [-6.47347, 2.02802, -1.59745], [-7.42167, 2.35516, 2.05009], [1.84799, 4.74406, -9.05684], [-0.16799, 9.19916, -0.20310], [5.29908, -2.26918, -5.33404], [-3.00231, -4.02589, 6.52121], [-1.90555, 1.37206, 1.23710], [-2.86489, -3.04489, 6.09091], [-4.90533, 10.17929, 4.69148], [-8.28201, -4.98331, -7.74129], [6.28521, -1.40769, -5.48741], [-7.57444, 2.51268, 4.03742], [-7.87157, 3.42095, -2.60572], [-0.07724, 1.70130, 1.38216], [0.22470, 2.14522, -7.62614], [-4.42686, 7.78442, 3.39953], [5.69473, -2.44699, 8.72313], [5.90708, -9.85621, 2.45900], [-4.38943, -5.38974, 8.11192], [-7.68987, -4.08912, -7.61400], [-1.44995, -0.37194, -0.74611], [1.05291, 8.48360, -0.02919], [5.29133, -3.50783, -6.04747], [5.51980, -5.71868, -5.63442], [-5.34185, 8.71474, 2.80873], [-0.49758, -2.23923, 0.34491], [2.93697, -6.77570, 3.16030], [-9.32089, 2.34531, -2.29762], [5.33113, -1.58011, 8.19141], [-5.44295, -2.98419, -5.32841], [0.70598, -2.14083, -1.85057], [6.42392, -4.72702, -4.54667], [-1.43040, -7.33442, 7.16985], [-1.16091, 8.57380, -0.95757], [8.44129, -2.67189, 2.12262], [-6.15281, -1.86032, -7.02382], [3.32547, -2.10066, 8.72480], [4.61287, -6.90329, 4.51717], [-0.17487, -2.75279, -2.04476], [-7.70868, 2.28936, -0.05883], [-5.30728, -5.34336, 8.67919], [6.22347, 0.13816, 0.60159], [-4.06608, -4.16237, 7.43780], [-0.94053, -0.91670, 0.24768], [-4.72381, -3.32219, 7.60485], [7.50775, 0.42206, 0.98786], [3.97074, -1.43365, 8.17243], [5.53923, -9.05005, 3.07640], [0.25228, 6.69137, -1.25855], [-1.00883, 0.49446, -8.70211], [-2.90014, 7.44689, 4.82791], [-5.93339, 2.29702, 3.43440], [6.48586, -2.11564, 1.40449], [7.24111, -1.61763, -6.18941], [-6.73968, -5.20001, -5.74643], [5.57097, 0.83675, 0.09899], [5.80096, -7.54785, 4.87111], [-0.93495, 1.07892, 1.63725], [3.76754, -8.72791, 1.86548], [-1.35586, -5.20998, 5.79796], [-0.91450, 1.30643, 2.70304], [-0.09371, 1.49354, -8.79106], [-7.02022, 0.92712, 3.55287], [4.24926, -5.97621, 4.93516], [0.95562, 3.30096, -7.73780], [5.51871, -4.74041, -5.15372], [-0.86608, -3.14498, -0.68888], [6.02347, -0.31936, -4.78667], [1.03583, 3.05008, -10.20901], [-3.72577, 8.10302, 4.59502], [8.31182, -0.58248, 1.54423], [-1.78769, 6.85749, -2.12911], [6.05690, -3.10117, 1.50992], [-0.94572, -2.22392, -2.60527], [-8.11316, 1.94744, -3.49180], [6.24033, -8.70385, 4.21533], [-6.95108, -1.88064, -8.11422], [6.79203, 0.84832, -5.07699], [4.63923, -1.32968, 0.63218], [2.23415, 6.71259, -0.43119], [-0.26037, 1.82834, -6.71473], [3.83464, -7.32760, 3.39697], [-6.08930, -2.95278, -6.19307], [-7.07257, -0.98748, -8.70912], [2.39551, -0.17916, 7.46400], [1.08254, 3.95550, -6.88818], [5.67677, -1.11926, 0.84585], [-0.34581, 1.45346, -10.91725], [7.32313, -0.88148, 7.69060], [-5.04889, 11.00062, 5.37793], [6.46485, -7.21457, 5.65505], [-2.24039, -5.18491, 6.41714], [-4.17610, 6.90045, 2.83197], [-7.59820, 0.68906, -1.34344], [6.58359, 1.66752, -4.38884], [3.76098, 1.32110, 5.83513], [4.28755, 0.36915, 6.62771], [6.25382, -0.76261, 7.59666], [-6.81560, -4.09228, -6.49671], [-6.96933, 1.98603, 3.29946], [-5.96797, 8.36056, 1.64426], [-8.25387, 2.40448, -2.51230], [1.88833, 9.06025, 0.33953], [7.81433, 0.62439, -4.77224], [-3.45789, 9.59534, 6.15234], [-2.33693, -6.31079, 7.22264], [1.31360, 3.80650, -9.01437], [5.67632, 0.20581, 6.70733]], "forces_ev_per_angstrom": [[0.1, -0.3, 0.4], [0.8, -1.3, -1.0], [0.0, 0.2, 0.4], [0.1, 0.4, 0.1], [1.5, 0.5, 1.5], [0.0, 0.1, -0.4], [-1.4, 0.4, -0.7], [0.3, -0.1, -0.1], [-0.9, -1.1, -0.9], [-2.6, 4.5, -0.6], [2.6, -3.2, 0.2], [0.3, 0.4, 0.8], [-0.1, 0.2, 0.0], [-0.7, -1.9, 0.6], [0.0, 0.3, 0.0], [-0.1, 0.2, 0.0], [0.1, 0.7, 0.4], [1.8, 1.3, 2.5], [0.5, -0.4, -0.2], [0.2, 0.1, 0.3], [0.8, 0.5, 0.2], [0.0, 0.1, 0.2], [-0.4, -0.2, 0.1], [0.0, -0.5, -2.5], [0.0, 1.7, 0.7], [0.2, -0.2, -0.2], [-0.7, 0.3, 0.0], [0.2, -0.1, 0.2], [-1.7, 0.7, 0.9], [-2.1, -1.2, -0.5], [0.5, -0.3, -0.1], [-0.1, 0.3, 0.3], [1.7, -1.3, -3.1], [0.5, -0.5, 0.3], [-0.9, 0.3, -1.4], [0.1, 0.0, -0.2], [0.3, -2.6, -0.8], [-1.4, -0.5, 0.9], [-1.6, -1.5, 2.3], [0.4, 0.1, -0.3], [0.5, -0.4, -0.5], [0.7, -0.6, -0.2], [-0.1, 0.0, -0.4], [0.7, -0.7, -1.0], [0.0, 0.1, -0.2], [-0.6, 0.2, 0.0], [0.0, -0.4, -1.3], [-0.1, -0.2, -0.1], [-0.1, 1.4, -0.2], [0.2, -0.1, 0.3], [-0.1, -0.1, -0.1], [2.2, 1.9, -1.6], [1.1, 0.0, 0.9], [1.6, -1.6, 3.2], [0.1, 2.8, 0.5], [1.5, -1.1, -0.9], [-0.1, 0.3, -0.6], [1.5, -1.8, 1.5], [-0.4, 2.2, 0.8], [0.0, -0.2, -0.2], [-0.1, 0.5, -0.2], [1.1, -2.0, 1.3], [0.1, 0.1, 0.1], [-0.3, 0.3, 0.1], [0.1, 0.5, -0.1], [-0.5, 1.0, -0.2], [-0.4, 0.0, -0.5], [0.1, 0.0, -0.2], [0.4, 0.5, 0.9], [0.0, 0.0, 0.0], [-0.2, -0.1, -1.3], [-0.9, -0.3, 0.8], [-0.8, 0.0, 1.5], [0.2, -0.7, 0.3], [-1.2, -1.0, 0.1], [-0.5, -0.9, 0.0], [-0.6, 0.2, -0.5], [-0.1, 0.1, 0.0], [1.3, -0.1, 0.0], [-0.3, 1.5, -0.3], [-0.7, -0.5, 0.0], [-1.3, -1.6, -1.4], [0.2, -0.3, 0.2], [-0.2, -0.2, 0.5], [0.1, 0.0, -0.1], [-0.5, 0.0, -0.8], [0.4, 0.6, 0.1], [0.1, 0.1, 0.2], [0.3, 0.4, 0.1], [0.1, -0.2, 0.7], [-0.1, -0.1, 1.0], [0.2, -0.3, -0.2], [0.1, 0.2, -0.4], [-0.6, -0.6, 0.3], [-1.6, 0.2, -1.4], [-0.2, -0.1, -0.6], [0.5, 0.0, 0.7], [0.0, 1.4, -1.4], [-0.8, 0.6, 0.8], [0.3, 0.2, -1.6], [-0.9, 0.7, 0.4], [-1.3, 0.2, 1.7], [0.2, 0.5, -2.2], [-1.8, -1.4, -0.9], [0.3, -0.1, -0.1], [0.1, -0.1, 0.2], [0.6, 0.2, -0.3], [0.5, -0.5, 0.4], [-1.0, 1.3, -1.3], [-0.7, 1.2, -1.5], [1.5, -0.4, 0.5], [0.0, 0.0, -0.1], [0.0, 0.1, 0.2], [0.3, -0.2, 0.2], [1.3, 0.7, 2.4], [0.5, -1.2, 0.7], [0.3, 0.1, -0.2], [-0.1, 0.3, 0.0], [0.3, -0.1, 0.2], [0.7, -0.1, 0.5], [0.3, -0.1, -0.1], [-0.1, 0.0, 0.0], [-0.8, 0.6, -0.7], [-0.3, 0.4, 0.3], [2.4, 0.1, -0.6], [-0.1, -0.2, 0.1], [0.0, 0.0, 0.2], [-1.1, -0.2, -0.2], [0.1, -0.1, 0.0], [1.1, -0.1, 1.4], [-1.7, 1.8, -2.2], [-1.1, 0.9, -1.7], [0.7, -0.5, 1.9], [0.4, 0.6, 1.0], [-0.6, 0.4, 1.5], [0.0, 0.0, 0.6], [0.3, -0.1, -0.7], [0.5, 0.1, -0.2], [-1.4, -0.1, 0.2], [0.2, -1.8, -0.5], [0.3, -0.1, 0.6]], "lowdin_charge": [0.0693, -0.1012, -0.0176, 0.0929, -0.0079, 0.1203, -0.0959, 0.1072, -0.0195, 0.0591, -0.4940, 0.1135, 0.1047, -0.0845, 0.1123, 0.1072, 0.1110, -0.0514, 0.1091, 0.1119, 0.0759, 0.1036, 0.0656, -0.0377, -0.0090, 0.0914, 0.0586, 0.1102, -0.0194, -0.0985, 0.0633, 0.1231, -0.2539, 0.1237, 0.0046, 0.0887, -0.2621, 0.0430, -0.0651, 0.0949, 0.1041, -0.0721, 0.1092, -0.6247, 0.0967, 0.0739, 0.0910, -0.0343, -0.0071, 0.1001, 0.1101, -0.0588, 0.0015, 0.0955, -0.0308, -0.2009, 0.0749, -0.2637, -0.0151, 0.1018, 0.0740, -0.1421, 0.1160, 0.0782, 0.0770, 0.0441, -0.0241, 0.1116, -0.0996, 0.1077, -0.0681, -0.0580, 0.0479, 0.0952, -0.0992, -0.0964, -0.4407, 0.0874, -0.0263, -0.0833, -0.0095, -0.1150, 0.0327, 0.0953, 0.0987, -0.0923, 0.1213, 0.0630, 0.1031, -0.0217, -0.0535, 0.1007, 0.1108, 0.0843, -0.2823, 0.0976, 0.0962, -0.0917, -0.0602, -0.2056, 0.0094, -0.0572, -0.0820, -0.2823, 0.0998, 0.1004, 0.0671, 0.0773, -0.2788, -0.1303, -0.0342, 0.0973, 0.1086, 0.1208, -0.0981, -0.0208, 0.1059, 0.1126, 0.1006, -0.0906, 0.1118, 0.1036, 0.0959, 0.1101, -0.0400, 0.1024, 0.1254, 0.0923, 0.0561, -0.2876, -0.0568, -0.2752, -0.0736, 0.0400, -0.0574, 0.1091, 0.0935, 0.0966, -0.2708, -0.0740, 0.0021]}